(1)
{
  "formula": "C20H42O",
  "method": "ωB97M-V with the def2-TZVPD basis set",
  "total_charge": 0,
  "e_tot_ha": -861.7957,
  "e_homo_ev": -9.217,
  "e_above_lowest_kcal_mol": 441.72,
  "gap_ev": 9.85,
  "lumo_energy_ev": 0.631,
  "symbols": ["O", "C", "C", "C", "C", "C", "C", "C", "C", "C", "C", "C", "C", "C", "C", "C", "C", "C", "C", "C", "C", "H", "H", "H", "H", "H", "H", "H", "H", "H", "H", "H", "H", "H", "H", "H", "H", "H", "H", "H", "H", "H", "H", "H", "H", "H", "H", "H", "H", "H", "H", "H", "H", "H", "H", "H", "H", "H", "H", "H", "H", "H", "H"],
  "coordinates": [[-0.91, 1.80, -3.03], [0.33, -6.60, -3.50], [2.13, -3.21, -2.95], [1.76, 0.31, -0.21], [-3.05, 3.50, 7.07], [-1.87, 2.65, 1.68], [-2.57, 3.73, 4.58], [2.23, -2.39, -1.66], [-2.39, 4.29, 5.84], [-0.46, 2.40, 1.81], [-0.12, 1.86, -0.83], [-2.35, 2.35, 4.39], [1.20, -5.48, -3.63], [0.13, 3.11, 0.27], [1.29, 1.38, -1.19], [3.28, -1.20, -1.84], [3.05, -0.32, -0.63], [0.49, -7.66, -4.69], [-2.51, 1.80, 2.90], [1.23, -4.50, -2.59], [-0.42, 2.66, -1.82], [-0.31, -8.49, -4.61], [-3.71, 1.85, 2.87], [-1.42, 3.32, -1.57], [-1.24, 2.21, 4.47], [-2.81, 4.02, 8.05], [1.75, -2.74, -3.59], [-0.46, 3.95, 0.11], [3.94, 0.67, -0.74], [3.31, -3.64, -2.86], [1.96, 0.78, 0.72], [-4.51, 3.71, 6.77], [1.03, -2.07, -1.46], [-2.31, 2.08, 0.76], [1.38, -7.97, -4.93], [0.85, -7.17, -2.43], [-0.68, -6.41, -3.39], [-3.85, 3.79, 4.44], [-2.62, 1.75, 5.08], [-2.42, 5.53, 5.84], [0.27, 3.27, -2.29], [-0.23, 1.44, 1.82], [-2.98, 2.51, 7.18], [-2.25, 3.64, 1.61], [1.64, -5.15, -1.49], [-1.32, 4.18, 6.19], [0.32, -4.08, -2.38], [-1.44, 0.96, -2.69], [2.40, -5.96, -3.91], [0.08, 3.02, 2.55], [1.06, -0.26, 0.12], [-2.03, 4.39, 3.77], [1.02, -4.97, -4.78], [0.22, -7.15, -5.61], [1.15, 3.03, 0.73], [1.99, 1.92, -1.30], [2.60, -0.67, -2.64], [4.12, -1.72, -2.04], [1.21, 0.85, -2.22], [-0.64, 1.15, -0.53], [2.34, -2.95, -0.67], [3.59, -0.77, 0.29], [-2.42, 0.75, 2.78]]
}



(2)
{
  "formula": "C20H43AlAsB2BrCl3CsF12MgN7O14S",
  "method": "ωB97M-V with the def2-TZVPD basis set",
  "total_charge": 1,
  "e_tot_ha": -10523.7998,
  "e_homo_ev": -9.906,
  "gap_ev": 4.37,
  "lumo_energy_ev": -5.541,
  "symbols": ["Cs", "Br", "As", "Cl", "Cl", "Cl", "S", "Al", "Mg", "F", "F", "F", "F", "F", "F", "F", "F", "F", "F", "F", "F", "O", "O", "O", "O", "O", "O", "O", "O", "O", "O", "O", "O", "O", "O", "N", "N", "N", "N", "N", "N", "N", "C", "C", "C", "C", "C", "C", "C", "C", "C", "C", "C", "C", "C", "C", "C", "C", "C", "C", "C", "C", "B", "B", "H", "H", "H", "H", "H", "H", "H", "H", "H", "H", "H", "H", "H", "H", "H", "H", "H", "H", "H", "H", "H", "H", "H", "H", "H", "H", "H", "H", "H", "H", "H", "H", "H", "H", "H", "H", "H", "H", "H", "H", "H", "H", "H"],
  "coordinates": [[-3.78, -6.97, 5.24], [-4.18, 1.56, -2.17], [1.92, -2.94, 3.58], [-7.04, 1.46, 2.58], [-7.45, -0.47, 4.69], [-5.74, -1.10, 2.41], [-1.46, 0.20, -4.36], [1.03, -4.36, -4.98], [3.82, -1.84, 1.37], [0.05, -4.93, -3.66], [2.55, -3.82, 4.96], [0.29, -3.34, 3.98], [3.61, -2.49, 3.09], [0.12, -4.39, -6.43], [2.08, -4.38, 2.61], [1.54, -2.74, -4.63], [2.42, -5.38, -5.12], [1.80, -1.53, 4.51], [1.42, -2.07, 2.14], [6.20, -1.79, 2.33], [5.63, -1.29, 4.48], [1.02, -0.38, -1.14], [4.29, -0.44, 2.70], [-1.99, 0.59, -5.65], [-2.66, -0.66, -3.65], [-4.77, -4.37, 4.20], [-1.10, 4.08, -1.65], [-1.30, -2.96, 1.21], [-4.13, -6.12, 3.10], [3.26, 1.44, 2.05], [5.92, 2.60, 2.59], [-1.85, -1.58, -0.25], [6.30, 1.46, 1.01], [6.42, 0.48, 3.15], [-1.41, 1.62, -3.50], [-0.72, 0.73, 0.13], [-3.93, -5.04, 3.66], [-0.87, -2.10, 0.50], [1.21, 6.12, -0.94], [2.99, -7.29, 5.52], [-1.66, -2.65, -3.05], [-3.87, -3.28, -1.49], [-7.20, -0.25, 2.95], [-1.38, -0.84, -1.44], [1.54, 6.37, -2.01], [0.06, -1.18, -1.84], [1.32, 3.08, -1.57], [1.75, 3.02, -0.06], [-3.72, 1.98, 1.55], [2.11, 8.20, -3.59], [-0.73, 1.49, -2.23], [-2.90, 1.19, -0.73], [-2.31, -1.46, -2.52], [5.61, 1.46, 2.73], [-1.47, 0.69, -1.14], [0.80, 8.96, -3.46], [-3.75, -1.91, -1.96], [2.18, -0.21, -1.92], [-3.04, 2.42, 0.22], [-2.54, -4.53, 3.65], [4.25, 0.87, 2.44], [1.95, 6.69, -3.37], [-0.29, 2.99, -1.81], [5.66, -0.79, 3.18], [2.82, -7.70, 4.60], [2.90, 6.20, -3.57], [-0.50, 4.77, -1.30], [-2.11, 2.95, 0.46], [0.95, 10.02, -3.67], [7.11, 1.86, 0.68], [-3.71, 3.16, -0.21], [-3.34, 0.39, -0.13], [-3.31, 1.00, 1.85], [0.38, 8.88, -2.46], [5.81, 2.21, 1.40], [-3.08, -3.59, -0.94], [-2.51, -3.58, 4.16], [2.65, -1.20, -2.07], [1.23, 6.28, -4.08], [-2.24, -4.42, 2.61], [-4.45, -1.83, -2.80], [0.05, 8.58, -4.17], [1.71, 2.14, -1.99], [3.90, -7.60, 5.87], [2.52, 8.36, -4.59], [2.83, 0.48, -1.35], [0.33, -2.24, -1.76], [0.25, -0.97, -2.90], [-3.97, -3.94, -2.25], [-8.06, -0.67, 2.43], [2.98, -6.26, 5.43], [-4.77, 1.77, 1.28], [-2.29, -3.13, -3.67], [1.67, 2.00, 0.31], [-1.31, 0.44, 0.91], [-3.62, 2.73, 2.33], [2.81, 3.28, 0.02], [0.26, 1.10, -2.45], [2.25, -7.58, 6.17], [-1.91, -5.27, 4.16], [-4.14, -1.23, -1.20], [1.12, 3.67, 0.56], [1.78, 3.88, -2.15], [-1.33, -3.27, -2.32], [2.83, 8.61, -2.88], [2.01, 0.26, -2.90], [-0.32, 1.63, 0.35]]
}



(3)
{
  "formula": "C20H43AuN3OPSSi3Te",
  "method": "ωB97M-V with the def2-TZVPD basis set",
  "total_charge": 2,
  "e_tot_ha": -3038.6432,
  "spin_multiplicity": 3,
  "e_homo_ev": [-13.388, -13.811],
  "gap_ev": [8.24, 6.00],
  "lumo_energy_ev": [-5.153, -7.810],
  "symbols": ["Au", "Te", "S", "P", "Si", "Si", "Si", "O", "N", "N", "N", "C", "C", "C", "C", "C", "C", "C", "C", "C", "C", "C", "C", "C", "C", "C", "C", "C", "C", "C", "C", "H", "H", "H", "H", "H", "H", "H", "H", "H", "H", "H", "H", "H", "H", "H", "H", "H", "H", "H", "H", "H", "H", "H", "H", "H", "H", "H", "H", "H", "H", "H", "H", "H", "H", "H", "H", "H", "H", "H", "H", "H", "H", "H"],
  "coordinates": [[0.39, 0.37, -0.44], [-0.69, 2.27, -1.97], [1.24, 4.26, -0.13], [2.75, 0.07, -0.53], [0.24, -2.41, 1.62], [-2.38, -0.86, 0.77], [-0.78, -2.54, -1.52], [-1.90, 0.75, 0.79], [4.97, 1.59, 0.10], [5.40, -0.61, -0.80], [4.63, 1.15, -2.27], [5.81, 0.40, 0.17], [-0.11, 5.25, -2.06], [-2.95, -1.28, 2.50], [-0.77, -3.72, 2.52], [5.04, 2.17, -1.19], [3.60, 1.32, 0.54], [0.16, 4.04, -1.45], [-2.68, 1.80, 1.33], [-0.77, -1.70, 0.17], [-3.87, -1.09, -0.32], [0.58, 6.33, -1.46], [0.91, -3.20, -2.04], [-1.27, -1.38, -2.92], [4.11, -1.21, -0.50], [5.50, -0.10, -2.12], [0.74, -1.01, 2.78], [3.17, 0.81, -2.17], [1.81, -3.30, 1.11], [1.35, 5.93, -0.40], [-1.98, -3.98, -1.42], [4.15, -1.66, 0.50], [-1.83, -4.58, -0.53], [-0.77, 5.35, -2.90], [1.19, -4.11, -1.52], [1.95, 6.56, 0.23], [2.94, 0.10, -2.97], [1.44, -0.33, 2.30], [3.02, 2.24, 0.54], [0.86, -3.43, -3.10], [-4.27, -2.09, -0.22], [5.75, -0.03, 1.18], [-1.13, -1.90, -3.87], [-1.82, -4.63, -2.28], [1.26, -1.42, 3.66], [-3.38, -2.28, 2.53], [-3.63, 1.89, 0.80], [-3.72, -0.89, -1.38], [-1.34, -4.33, 1.83], [2.59, 1.72, -2.33], [5.17, -0.82, -2.86], [-1.45, -3.32, 3.26], [6.52, 0.22, -2.33], [2.40, -3.46, 2.01], [-0.61, -0.50, -2.96], [-0.07, -4.38, 3.04], [3.62, 0.95, 1.56], [-2.20, -1.21, 3.28], [-3.75, -0.59, 2.74], [-3.02, -3.66, -1.45], [1.61, -4.28, 0.68], [0.50, 7.35, -1.79], [3.89, -2.01, -1.20], [4.81, 1.57, -3.19], [-2.29, -1.03, -2.90], [4.37, 3.02, -1.29], [-2.87, 1.64, 2.39], [6.06, 2.46, -1.44], [-0.09, -0.41, 3.14], [1.71, -2.47, -1.90], [2.42, -2.75, 0.40], [6.84, 0.68, -0.02], [-4.65, -0.41, 0.03], [-2.12, 2.73, 1.22]]
}



(4)
{
  "formula": "C20H43BN3O5S",
  "method": "ωB97M-V with the def2-TZVPD basis set",
  "total_charge": 1,
  "e_tot_ha": -1750.9218,
  "e_homo_ev": -11.703,
  "gap_ev": 6.89,
  "lumo_energy_ev": -4.811,
  "symbols": ["S", "O", "O", "O", "O", "O", "N", "N", "N", "C", "C", "C", "C", "C", "C", "C", "C", "C", "C", "C", "C", "C", "C", "C", "C", "C", "C", "C", "C", "B", "H", "H", "H", "H", "H", "H", "H", "H", "H", "H", "H", "H", "H", "H", "H", "H", "H", "H", "H", "H", "H", "H", "H", "H", "H", "H", "H", "H", "H", "H", "H", "H", "H", "H", "H", "H", "H", "H", "H", "H", "H", "H", "H"],
  "coordinates": [[2.85, 0.74, 1.05], [2.37, -4.65, -3.76], [-2.43, -1.08, -3.17], [0.10, 1.75, 4.71], [-1.31, 0.29, -4.97], [-5.39, 0.40, 1.29], [0.85, -2.07, -2.46], [2.05, 0.03, -1.61], [-0.30, 0.24, -2.50], [-0.72, 2.79, -1.61], [4.71, -4.78, -4.10], [3.42, -4.19, -4.62], [-1.79, 1.11, 0.31], [1.57, 2.04, 1.61], [2.89, -5.69, -2.92], [0.14, 1.69, -2.46], [1.68, 1.46, -1.91], [4.24, -6.07, -3.48], [-3.97, 0.33, 1.65], [2.20, 3.53, 1.83], [-2.06, 2.21, -0.88], [-1.00, 0.83, 4.80], [0.85, -0.72, -2.22], [0.27, 2.38, 5.99], [2.04, -0.43, -0.17], [-5.69, 1.73, 0.72], [-3.06, 0.04, 0.31], [-0.95, 2.04, 6.81], [-1.33, 0.69, 6.27], [-1.30, -0.17, -3.56], [-2.10, -1.45, -2.28], [-2.27, 0.58, -5.20], [-1.75, 2.76, 6.61], [-5.00, 2.59, 1.14], [0.39, 3.46, 5.85], [2.30, 1.66, -2.91], [1.18, 1.98, 6.44], [2.99, -5.28, -1.90], [-3.61, 1.29, 2.21], [2.07, 2.33, -1.23], [0.99, 1.71, 2.58], [4.92, -6.47, -2.73], [-2.37, 0.42, 6.44], [2.19, -6.53, -2.89], [5.47, -4.91, -4.87], [4.12, -6.83, -4.27], [2.68, -1.43, -0.13], [-0.69, -0.09, 6.72], [0.80, -2.70, -1.61], [0.02, 3.38, -0.87], [-5.61, 1.63, -0.45], [0.78, 2.12, 0.74], [-3.80, -0.57, 2.40], [5.12, -4.12, -3.32], [-1.62, 1.62, 1.36], [-0.72, -0.12, 4.33], [0.96, -0.75, 0.23], [-0.83, 0.48, 0.08], [2.38, 4.01, 0.76], [-0.75, 2.04, 7.89], [-3.75, 0.16, -0.66], [3.43, -3.10, -4.65], [-1.09, 3.62, -2.38], [-2.62, 3.14, -0.38], [0.94, -2.50, -3.41], [3.19, 3.55, 2.47], [0.22, 2.18, -3.54], [-2.68, -1.09, 0.26], [-1.84, 1.26, 4.24], [1.43, 4.26, 2.37], [-6.83, 1.98, 0.98], [-2.79, 1.82, -1.73], [3.20, -4.56, -5.63]]
}



(5)
{
  "formula": "C20H43Cl5O2P2Pd",
  "method": "ωB97M-V with the def2-TZVPD basis set",
  "total_charge": 0,
  "e_tot_ha": -4049.6539,
  "spin_multiplicity": 5,
  "e_homo_ev": [-4.209, -9.204],
  "gap_ev": [4.76, 6.38],
  "lumo_energy_ev": [0.553, -2.825],
  "symbols": ["Pd", "Cl", "Cl", "Cl", "Cl", "Cl", "P", "P", "O", "O", "C", "C", "C", "C", "C", "C", "C", "C", "C", "C", "C", "C", "C", "C", "C", "C", "C", "C", "C", "C", "H", "H", "H", "H", "H", "H", "H", "H", "H", "H", "H", "H", "H", "H", "H", "H", "H", "H", "H", "H", "H", "H", "H", "H", "H", "H", "H", "H", "H", "H", "H", "H", "H", "H", "H", "H", "H", "H", "H", "H", "H", "H", "H"],
  "coordinates": [[0.38, -1.35, 0.62], [0.17, 1.25, -0.77], [3.98, 1.25, 3.40], [4.47, -1.62, 3.75], [2.10, -0.30, 4.88], [-1.87, 0.03, 2.32], [-0.51, -3.18, -0.32], [0.28, 3.35, -0.71], [2.62, -1.83, 1.59], [1.63, 0.13, 1.80], [2.32, 4.97, -1.45], [2.47, -0.74, 2.19], [0.71, 3.27, 2.11], [-0.90, 3.89, -1.98], [2.03, 3.50, -1.19], [-0.01, 4.01, 0.98], [-3.03, -1.92, -0.96], [-1.50, 4.10, 1.32], [0.08, -4.06, 2.32], [3.00, 2.85, -0.19], [-1.30, 5.36, -1.90], [-0.98, -4.18, 1.20], [0.85, -5.51, -1.25], [-2.13, 2.96, -2.05], [-2.62, -4.18, -2.02], [2.03, -3.27, -1.49], [0.68, -4.01, -1.50], [-1.96, -2.90, -1.48], [-2.33, -3.68, 1.70], [3.26, -0.37, 3.52], [-3.52, -3.93, -2.60], [-2.11, 4.65, 0.60], [-1.47, -2.38, -2.32], [-1.10, -5.23, 0.88], [2.12, 2.95, -2.14], [3.93, 2.58, -0.73], [1.78, 5.32, -2.34], [1.79, 3.48, 2.13], [-2.73, 3.00, -1.13], [0.32, 3.61, 3.08], [0.57, 2.18, 2.04], [1.60, -5.91, -1.95], [2.67, -3.51, -0.63], [-2.41, -2.59, 1.84], [0.25, -3.87, -2.51], [-2.95, -4.85, -1.22], [0.07, -3.04, 2.74], [1.86, -2.18, -1.52], [1.20, -5.69, -0.23], [-1.96, 5.57, -1.05], [-2.47, -4.13, 2.70], [-1.84, 5.63, -2.82], [2.55, 1.92, 0.19], [-1.80, 1.93, -2.21], [-3.17, -4.01, 1.08], [2.03, 5.59, -0.59], [3.31, 3.50, 0.64], [1.11, -4.26, 2.01], [-1.92, 3.10, 1.45], [3.39, 5.07, -1.62], [-1.95, -4.71, -2.70], [-3.61, -1.62, -1.85], [-0.06, -6.11, -1.41], [-0.84, -0.83, 2.16], [-0.17, -4.75, 3.14], [-3.73, -2.38, -0.24], [-1.56, 4.63, 2.28], [-0.34, 3.76, -2.93], [-0.43, 6.02, -1.82], [-2.77, 3.26, -2.90], [2.56, -3.58, -2.41], [-2.55, -1.02, -0.53], [0.42, 5.03, 0.96]]
}



(6)
{
  "formula": "C20H43CuN2OP2",
  "method": "ωB97M-V with the def2-TZVPD basis set",
  "total_charge": 1,
  "e_tot_ha": -3295.5281,
  "spin_multiplicity": 2,
  "e_homo_ev": [-8.725, -10.629],
  "gap_ev": [6.78, 8.25],
  "lumo_energy_ev": [-1.943, -2.377],
  "symbols": ["Cu", "P", "P", "O", "N", "N", "C", "C", "C", "C", "C", "C", "C", "C", "C", "C", "C", "C", "C", "C", "C", "C", "C", "C", "C", "C", "H", "H", "H", "H", "H", "H", "H", "H", "H", "H", "H", "H", "H", "H", "H", "H", "H", "H", "H", "H", "H", "H", "H", "H", "H", "H", "H", "H", "H", "H", "H", "H", "H", "H", "H", "H", "H", "H", "H", "H", "H", "H", "H"],
  "coordinates": [[0.44, -0.18, 0.25], [0.18, -2.06, -1.08], [0.21, 2.08, 0.77], [-2.38, -0.26, 0.35], [1.29, -1.13, 1.72], [1.43, 0.57, -1.49], [0.80, 1.67, 3.46], [-0.80, 3.32, -0.19], [1.99, -1.79, 5.09], [-0.79, 3.58, 2.99], [-0.72, -3.21, -3.55], [1.46, -1.81, 2.65], [0.57, -4.87, -0.98], [1.87, 2.48, 0.05], [1.69, -1.86, -2.11], [-2.30, 3.25, 0.11], [-0.26, 4.76, -0.09], [-1.44, -0.06, -0.38], [-1.16, -2.38, -2.33], [-0.72, -3.78, 0.94], [1.54, -2.60, 3.87], [0.42, 2.79, 2.48], [-2.46, -2.91, -1.71], [2.31, -0.45, -2.12], [0.40, -3.62, -0.11], [2.09, 1.90, -1.34], [-2.81, -2.30, -0.87], [0.79, -5.71, -0.31], [-0.62, 3.82, 4.05], [0.54, 4.89, 0.65], [3.26, -0.41, -1.57], [2.63, 2.05, 0.74], [1.92, -2.38, 6.01], [-0.35, -5.11, -1.54], [2.45, -2.57, -1.76], [1.41, -4.77, -1.67], [0.08, -3.93, -3.33], [-3.23, -2.86, -2.49], [2.23, -3.44, 3.68], [0.14, 5.07, -1.07], [1.02, 2.11, 4.45], [0.53, -3.01, 4.04], [-2.66, 2.22, 0.28], [1.35, -0.90, 5.22], [1.69, 2.58, -2.12], [-0.04, 0.96, 3.59], [1.28, 3.47, 2.38], [-1.49, 0.32, -1.46], [-1.37, -1.35, -2.69], [2.02, 3.57, 0.03], [3.02, -1.45, 4.98], [-1.59, -3.78, -3.92], [-0.92, 4.53, 2.46], [1.45, -2.13, -3.15], [-1.59, -4.31, 0.52], [-0.66, 2.98, -1.23], [1.34, -3.44, 0.43], [-2.57, 3.87, 0.98], [-2.84, 3.65, -0.76], [0.57, 0.68, -2.06], [-1.07, 5.46, 0.16], [-0.33, -4.39, 1.77], [-0.39, -2.54, -4.36], [1.68, 1.10, 3.14], [-1.71, 3.00, 2.92], [2.55, -0.14, -3.16], [-1.05, -2.82, 1.36], [-2.38, -3.96, -1.40], [3.17, 1.76, -1.53]]
}



no.,maximum force (hartree/bohr)
1,0.3612
2,0.1580
3,0.0081
4,0.1076
5,0.1696
6,0.0638